Entry w
Density functional theory data (ωB97M-V/def2-TZVPD) for 13 unconnected molecules or ions with the total composition C78H65N13O26.

Calculated values
HOMO ... -0.3413 hartree
Charge ... 0

Bonds (Å) are listed after each position.
Positions of all 182 atoms, in Å:
1 C 1.540 7.221 -1.906  C2 1.398, C6 1.390, H10 1.082
2 C 2.051 6.705 -3.101  C1 1.398, C3 1.383, H11 1.082
3 C 2.875 5.595 -3.058  C2 1.383, C4 1.382, H12 1.083
4 C 3.079 4.955 -1.850  C3 1.382, C5 1.382, N7 1.465
5 C 2.527 5.398 -0.663  C4 1.382, C6 1.386, H13 1.078
6 C 1.740 6.538 -0.712  C1 1.390, C5 1.386, H14 1.083
7 N 3.817 3.689 -1.836  C4 1.465, O8 1.216, O9 1.214
8 O 3.949 3.147 -0.755  N7 1.216
9 O 4.244 3.223 -2.871  N7 1.214
10 H 0.861 8.063 -1.930  C1 1.082
11 H 1.781 7.244 -4.000  C2 1.082
12 H 3.185 5.131 -3.986  C3 1.083
13 H 2.714 4.881 0.264  C5 1.078
14 H 1.331 6.956 0.199  C6 1.083
15 C -3.915 3.045 6.381  C16 1.388, C20 1.386, H24 1.083
16 C -3.465 3.568 5.177  C15 1.388, C17 1.384, H25 1.082
17 C -2.358 3.016 4.555  C16 1.384, C18 1.376, H26 1.080
18 C -1.654 2.047 5.231  C17 1.376, C19 1.374, N21 1.469
19 C -2.085 1.495 6.413  C18 1.374, C20 1.387, H27 1.080
20 C -3.223 2.020 7.006  C15 1.386, C19 1.387, H28 1.082
21 N -0.401 1.555 4.640  C18 1.469, O22 1.223, O23 1.207
22 O -0.284 1.694 3.431  N21 1.223
23 O 0.416 1.040 5.365  N21 1.207
24 H -4.844 3.412 6.800  C15 1.083
25 H -3.977 4.418 4.746  C16 1.082
26 H -1.981 3.506 3.669  C17 1.080
27 H -1.543 0.671 6.855  C19 1.080
28 H -3.673 1.512 7.849  C20 1.082
29 C 5.069 -6.822 -4.062  C30 1.386, C34 1.390, H38 1.087
30 C 6.234 -6.797 -3.312  C29 1.386, C31 1.386, H39 1.079
31 C 6.311 -5.865 -2.290  C30 1.386, C32 1.379, H40 1.082
32 C 5.214 -5.089 -1.979  C31 1.379, C33 1.380, N35 1.463
33 C 4.043 -5.156 -2.707  C32 1.380, C34 1.390, H41 1.085
34 C 3.949 -6.056 -3.762  C29 1.390, C33 1.390, H42 1.080
35 N 5.331 -4.177 -0.842  C32 1.463, O36 1.215, O37 1.213
36 O 6.444 -3.832 -0.497  N35 1.215
37 O 4.307 -3.847 -0.281  N35 1.213
38 H 4.945 -7.486 -4.914  C29 1.087
39 H 7.099 -7.378 -3.590  C30 1.079
40 H 7.223 -5.766 -1.715  C31 1.082
41 H 3.196 -4.580 -2.349  C33 1.085
42 H 3.069 -6.113 -4.385  C34 1.080
43 C -3.886 4.230 -0.829  C44 1.392, C48 1.388, H52 1.081
44 C -3.402 4.045 0.463  C43 1.392, C45 1.384, H53 1.082
45 C -4.276 3.863 1.520  C44 1.384, C46 1.380, H54 1.078
46 C -5.633 3.826 1.272  C45 1.380, C47 1.374, N49 1.463
47 C -6.126 4.040 0.008  C46 1.374, C48 1.387, H55 1.082
48 C -5.255 4.220 -1.057  C43 1.388, C47 1.387, H56 1.083
49 N -6.545 3.448 2.351  C46 1.463, O50 1.215, O51 1.217
50 O -7.738 3.520 2.135  N49 1.215
51 O -6.047 3.078 3.398  N49 1.217
52 H -3.149 4.416 -1.598  C43 1.081
53 H -2.338 3.935 0.625  C44 1.082
54 H -3.848 3.588 2.470  C45 1.078
55 H -7.172 4.085 -0.266  C47 1.082
56 H -5.538 4.314 -2.098  C48 1.083
57 C -1.017 4.186 -3.486  C58 1.389, C62 1.387, H66 1.087
58 C -2.303 3.784 -3.826  C57 1.389, C59 1.394, H67 1.079
59 C -2.514 2.421 -4.025  C58 1.394, C60 1.374, H68 1.082
60 C -1.469 1.536 -3.911  C59 1.374, C61 1.383, N63 1.472
61 C -0.175 1.935 -3.635  C60 1.383, C62 1.390, H69 1.080
62 C 0.039 3.290 -3.406  C57 1.387, C61 1.390, H70 1.079
63 N -1.752 0.094 -4.002  C60 1.472, O64 1.218, O65 1.211
64 O -0.782 -0.640 -4.076  N63 1.218
65 O -2.905 -0.271 -3.961  N63 1.211
66 H -0.802 5.214 -3.207  C57 1.087
67 H -3.135 4.462 -3.941  C58 1.079
68 H -3.511 2.063 -4.246  C59 1.082
69 H 0.638 1.235 -3.515  C61 1.080
70 H 1.018 3.611 -3.085  C62 1.079
71 C 3.573 -3.439 -5.141  C72 1.393, C76 1.392, H80 1.082
72 C 4.857 -3.068 -5.538  C71 1.393, C73 1.386, H81 1.080
73 C 5.527 -2.136 -4.762  C72 1.386, C74 1.372, H82 1.084
74 C 4.938 -1.623 -3.634  C73 1.372, C75 1.397, N77 1.462
75 C 3.656 -1.984 -3.217  C74 1.397, C76 1.378, H83 1.079
76 C 2.951 -2.809 -4.067  C71 1.392, C75 1.378, H84 1.085
77 N 5.661 -0.636 -2.833  C74 1.462, O78 1.217, O79 1.212
78 O 4.996 0.140 -2.171  N77 1.217
79 O 6.873 -0.652 -2.861  N77 1.212
80 H 2.997 -4.173 -5.688  C71 1.082
81 H 5.253 -3.485 -6.452  C72 1.080
82 H 6.504 -1.745 -5.021  C73 1.084
83 H 3.248 -1.564 -2.311  C75 1.079
84 H 1.935 -3.148 -3.898  C76 1.085
85 C -1.121 -5.083 -3.449  C86 1.393, C90 1.379, H94 1.083
86 C -2.220 -5.937 -3.371  C85 1.393, C87 1.394, H95 1.080
87 C -1.988 -7.283 -3.092  C86 1.394, C88 1.375, H96 1.082
88 C -0.725 -7.723 -2.774  C87 1.375, C89 1.387, N91 1.467
89 C 0.371 -6.876 -2.854  C88 1.387, C90 1.381, H97 1.081
90 C 0.153 -5.571 -3.251  C85 1.379, C89 1.381, H98 1.084
91 N -0.529 -9.087 -2.271  C88 1.467, O92 1.214, O93 1.216
92 O 0.510 -9.331 -1.693  N91 1.214
93 O -1.427 -9.885 -2.460  N91 1.216
94 H -1.334 -4.022 -3.419  C85 1.083
95 H -3.238 -5.623 -3.546  C86 1.080
96 H -2.834 -7.957 -3.080  C87 1.082
97 H 1.361 -7.172 -2.540  C89 1.081
98 H 0.938 -4.824 -3.224  C90 1.084
99 C 0.597 1.636 0.386  C100 1.390, C104 1.383, H108 1.083
100 C 1.761 1.001 -0.029  C99 1.390, C101 1.386, H109 1.079
101 C 1.727 -0.138 -0.817  C100 1.386, C102 1.382, H110 1.083
102 C 0.495 -0.704 -1.084  C101 1.382, C103 1.380, N105 1.460
103 C -0.662 -0.043 -0.728  C102 1.380, C104 1.388, H111 1.083
104 C -0.627 1.176 -0.064  C99 1.383, C103 1.388, H112 1.081
105 N 0.405 -1.980 -1.788  C102 1.460, O106 1.209, O107 1.224
106 O 1.349 -2.440 -2.387  N105 1.209
107 O -0.696 -2.506 -1.690  N105 1.224
108 H 0.664 2.480 1.060  C99 1.083
109 H 2.702 1.426 0.284  C100 1.079
110 H 2.644 -0.677 -1.017  C101 1.083
111 H -1.650 -0.420 -0.962  C103 1.083
112 H -1.623 1.564 0.098  C104 1.081
113 C 0.472 -1.844 2.274  C114 1.390, C118 1.397, H122 1.084
114 C 1.466 -1.766 3.243  C113 1.390, C115 1.381, H123 1.083
115 C 2.298 -2.841 3.484  C114 1.381, C116 1.385, H124 1.080
116 C 2.202 -3.958 2.672  C115 1.385, C117 1.384, N119 1.463
117 C 1.334 -3.979 1.594  C116 1.384, C118 1.379, H125 1.083
118 C 0.382 -2.989 1.479  C113 1.397, C117 1.379, H126 1.083
119 N 3.100 -5.089 2.907  C116 1.463, O120 1.217, O121 1.213
120 O 3.772 -5.071 3.921  N119 1.217
121 O 3.107 -5.984 2.087  N119 1.213
122 H -0.145 -0.987 2.029  C113 1.084
123 H 1.515 -0.865 3.841  C114 1.083
124 H 2.998 -2.801 4.306  C115 1.080
125 H 1.400 -4.802 0.895  C117 1.083
126 H -0.406 -2.977 0.735  C118 1.083
127 C 0.718 6.559 6.762  C128 1.387, C132 1.392, H136 1.083
128 C -0.554 6.383 6.240  C127 1.387, C129 1.385, H137 1.082
129 C -0.713 5.974 4.926  C128 1.385, C130 1.385, H138 1.078
130 C 0.416 5.621 4.207  C129 1.385, C131 1.379, N133 1.461
131 C 1.689 5.781 4.713  C130 1.379, C132 1.382, H139 1.081
132 C 1.844 6.262 5.999  C127 1.392, C131 1.382, H140 1.081
133 N 0.245 5.106 2.851  C130 1.461, O134 1.214, O135 1.217
134 O 1.221 4.651 2.289  N133 1.214
135 O -0.864 5.166 2.352  N133 1.217
136 H 0.844 6.935 7.769  C127 1.083
137 H -1.440 6.772 6.725  C128 1.082
138 H -1.711 5.968 4.517  C129 1.078
139 H 2.557 5.541 4.114  C131 1.081
140 H 2.835 6.289 6.428  C132 1.081
141 C 8.339 0.962 0.462  C142 1.396, C146 1.388, H150 1.082
142 C 8.561 0.285 1.663  C141 1.396, C143 1.374, H151 1.084
143 C 7.503 0.029 2.500  C142 1.374, C144 1.376, H152 1.084
144 C 6.229 0.419 2.152  C143 1.376, C145 1.378, N147 1.457
145 C 6.018 1.191 1.030  C144 1.378, C146 1.377, H153 1.080
146 C 7.070 1.451 0.181  C141 1.388, C145 1.377, H154 1.082
147 N 5.107 0.034 2.998  C144 1.457, O148 1.222, O149 1.213
148 O 5.345 -0.382 4.121  N147 1.222
149 O 3.999 0.125 2.514  N147 1.213
150 H 9.105 1.173 -0.272  C141 1.082
151 H 9.613 0.171 1.897  C142 1.084
152 H 7.642 -0.625 3.352  C143 1.084
153 H 5.019 1.469 0.729  C145 1.080
154 H 6.843 1.852 -0.798  C146 1.082
155 C -3.638 -2.811 -0.384  C156 1.388, C160 1.393, H164 1.080
156 C -4.193 -3.280 0.798  C155 1.388, C157 1.393, H165 1.081
157 C -5.575 -3.448 0.869  C156 1.393, C158 1.379, H166 1.080
158 C -6.353 -3.131 -0.224  C157 1.379, C159 1.378, N161 1.466
159 C -5.807 -2.725 -1.422  C158 1.378, C160 1.391, H167 1.081
160 C -4.433 -2.519 -1.489  C155 1.393, C159 1.391, H168 1.083
161 N -7.802 -3.332 -0.139  C158 1.466, O162 1.210, O163 1.220
162 O -8.229 -3.942 0.815  N161 1.210
163 O -8.498 -2.883 -1.035  N161 1.220
164 H -2.577 -2.652 -0.513  C155 1.080
165 H -3.604 -3.627 1.636  C156 1.081
166 H -5.983 -3.841 1.788  C157 1.080
167 H -6.396 -2.516 -2.303  C159 1.081
168 H -3.940 -2.015 -2.312  C160 1.083
169 C -8.415 0.050 1.581  C170 1.402, C174 1.387, H178 1.081
170 C -7.297 -0.280 2.359  C169 1.402, C171 1.374, H179 1.081
171 C -6.056 -0.227 1.772  C170 1.374, C172 1.389, H180 1.082
172 C -5.902 0.260 0.480  C171 1.389, C173 1.380, N175 1.465
173 C -6.979 0.762 -0.222  C172 1.380, C174 1.387, H181 1.082
174 C -8.247 0.535 0.293  C169 1.387, C173 1.387, H182 1.082
175 N -4.538 0.457 -0.016  C172 1.465, O176 1.214, O177 1.220
176 O -3.624 0.301 0.767  N175 1.214
177 O -4.381 0.830 -1.166  N175 1.220
178 H -9.416 -0.064 1.973  C169 1.081
179 H -7.427 -0.627 3.374  C170 1.081
180 H -5.143 -0.435 2.314  C171 1.082
181 H -6.842 1.205 -1.200  C173 1.082
182 H -9.166 0.759 -0.233  C174 1.082

---

Entry x
Density functional theory data (ωB97M-V/def2-TZVPD) for 13 unconnected molecules or ions with the total composition C78H65N13O26.

Calculated values
HOMO ... -0.3463 hartree
Charge ... 0

Bonds (Å) are listed after each position.
Positions of all 182 atoms, in Å:
1 C -5.481 2.275 -0.635  C2 1.399, C6 1.440, H10 1.080
2 C -6.601 2.395 -1.464  C1 1.399, C3 1.399, H11 1.080
3 C -7.543 1.368 -1.591  C2 1.399, C4 1.389, H12 1.080
4 C -7.634 0.310 -0.695  C3 1.389, C5 1.419, N7 1.483
5 C -6.590 0.277 0.266  C4 1.419, C6 1.418, H13 1.080
6 C -5.497 1.180 0.300  C1 1.440, C5 1.418, H14 1.080
7 N -8.814 -0.555 -0.451  C4 1.483, O8 1.259, O9 1.243
8 O -9.759 -0.471 -1.278  N7 1.259
9 O -8.809 -1.389 0.471  N7 1.243
10 H -4.686 3.005 -0.629  C1 1.080
11 H -6.630 3.184 -2.201  C2 1.080
12 H -8.220 1.349 -2.432  C3 1.080
13 H -6.734 -0.389 1.104  C5 1.080
14 H -4.747 0.992 1.054  C6 1.080
15 C 1.163 -1.162 1.105  C16 1.406, C20 1.442, H24 1.080
16 C 1.760 0.003 0.591  C15 1.406, C17 1.364, H25 1.080
17 C 1.022 1.116 0.314  C16 1.364, C18 1.394, H26 1.080
18 C -0.326 1.260 0.634  C17 1.394, C19 1.415, N21 1.413
19 C -1.003 0.051 0.923  C18 1.415, C20 1.369, H27 1.080
20 C -0.266 -1.051 1.264  C15 1.442, C19 1.369, H28 1.080
21 N -1.052 2.465 0.504  C18 1.413, O22 1.234, O23 1.193
22 O -2.261 2.391 0.272  N21 1.234
23 O -0.450 3.467 0.740  N21 1.193
24 H 1.691 -2.089 1.271  C15 1.080
25 H 2.819 -0.017 0.380  C16 1.080
26 H 1.619 1.881 -0.161  C17 1.080
27 H -2.081 0.120 0.943  C19 1.080
28 H -0.709 -2.009 1.493  C20 1.080
29 C -2.183 2.210 3.568  C30 1.411, C34 1.391, H38 1.080
30 C -1.253 3.175 4.009  C29 1.411, C31 1.450, H39 1.080
31 C -1.352 3.837 5.296  C30 1.450, C32 1.352, H40 1.080
32 C -2.442 3.489 6.016  C31 1.352, C33 1.426, N35 1.458
33 C -3.387 2.513 5.579  C32 1.426, C34 1.370, H41 1.080
34 C -3.236 1.838 4.397  C29 1.391, C33 1.370, H42 1.080
35 N -2.717 4.259 7.223  C32 1.458, O36 1.211, O37 1.255
36 O -1.868 4.946 7.747  N35 1.211
37 O -3.874 4.283 7.708  N35 1.255
38 H -2.138 1.768 2.583  C29 1.080
39 H -0.392 3.396 3.396  C30 1.080
40 H -0.624 4.628 5.400  C31 1.080
41 H -4.328 2.381 6.092  C33 1.080
42 H -3.953 1.085 4.105  C34 1.080
43 C 2.475 7.606 -1.047  C44 1.396, C48 1.446, H52 1.080
44 C 2.433 6.517 -0.175  C43 1.396, C45 1.402, H53 1.080
45 C 1.386 6.407 0.751  C44 1.402, C46 1.371, H54 1.080
46 C 0.474 7.424 0.862  C45 1.371, C47 1.419, N49 1.450
47 C 0.605 8.605 0.086  C46 1.419, C48 1.348, H55 1.080
48 C 1.500 8.666 -0.920  C43 1.446, C47 1.348, H56 1.080
49 N -0.617 7.339 1.813  C46 1.450, O50 1.292, O51 1.188
50 O -1.361 8.394 1.851  N49 1.292
51 O -0.771 6.401 2.526  N49 1.188
52 H 3.200 7.508 -1.841  C43 1.080
53 H 3.143 5.704 -0.222  C44 1.080
54 H 1.268 5.538 1.382  C45 1.080
55 H -0.266 9.241 0.144  C47 1.080
56 H 1.461 9.435 -1.677  C48 1.080
57 C -6.539 -3.932 -3.106  C58 1.417, C62 1.331, H66 1.080
58 C -5.653 -2.831 -3.209  C57 1.417, C59 1.423, H67 1.080
59 C -4.446 -2.876 -2.456  C58 1.423, C60 1.420, H68 1.080
60 C -4.117 -4.005 -1.660  C59 1.420, C61 1.444, N63 1.520
61 C -5.034 -5.121 -1.684  C60 1.444, C62 1.394, H69 1.080
62 C -6.256 -4.984 -2.341  C57 1.331, C61 1.394, H70 1.080
63 N -2.877 -3.986 -0.782  C60 1.520, O64 1.199, O65 1.187
64 O -2.306 -2.945 -0.618  N63 1.199
65 O -2.664 -5.038 -0.274  N63 1.187
66 H -7.441 -3.695 -3.650  C57 1.080
67 H -5.827 -1.979 -3.850  C58 1.080
68 H -3.953 -1.916 -2.400  C59 1.080
69 H -4.847 -5.915 -0.977  C61 1.080
70 H -6.875 -5.863 -2.441  C62 1.080
71 C -2.613 0.605 -2.854  C72 1.389, C76 1.382, H80 1.080
72 C -1.358 0.009 -2.841  C71 1.389, C73 1.414, H81 1.080
73 C -1.040 -0.928 -3.852  C72 1.414, C74 1.447, H82 1.080
74 C -1.949 -1.214 -4.940  C73 1.447, C75 1.393, N77 1.489
75 C -3.193 -0.591 -4.878  C74 1.393, C76 1.410, H83 1.080
76 C -3.511 0.342 -3.870  C71 1.382, C75 1.410, H84 1.080
77 N -1.618 -2.298 -5.906  C74 1.489, O78 1.258, O79 1.206
78 O -0.517 -2.904 -5.954  N77 1.258
79 O -2.560 -2.480 -6.637  N77 1.206
80 H -2.970 1.183 -2.015  C71 1.080
81 H -0.642 0.171 -2.049  C72 1.080
82 H -0.123 -1.492 -3.779  C73 1.080
83 H -4.011 -0.813 -5.547  C75 1.080
84 H -4.515 0.740 -3.881  C76 1.080
85 C -6.875 -4.977 2.263  C86 1.356, C90 1.398, H94 1.080
86 C -6.411 -4.964 3.538  C85 1.356, C87 1.342, H95 1.080
87 C -5.443 -4.102 3.883  C86 1.342, C88 1.422, H96 1.080
88 C -4.881 -3.174 2.963  C87 1.422, C89 1.390, N91 1.504
89 C -5.416 -3.146 1.681  C88 1.390, C90 1.399, H97 1.080
90 C -6.406 -4.063 1.314  C85 1.398, C89 1.399, H98 1.080
91 N -3.922 -2.104 3.405  C88 1.504, O92 1.229, O93 1.205
92 O -3.575 -1.193 2.656  N91 1.229
93 O -3.715 -2.041 4.590  N91 1.205
94 H -7.542 -5.778 1.980  C85 1.080
95 H -6.689 -5.766 4.205  C86 1.080
96 H -5.110 -4.322 4.886  C87 1.080
97 H -5.011 -2.433 0.978  C89 1.080
98 H -6.814 -4.024 0.314  C90 1.080
99 C 6.168 -5.827 2.132  C100 1.350, C104 1.408, H108 1.080
100 C 4.984 -6.433 2.359  C99 1.350, C101 1.367, H109 1.080
101 C 3.803 -6.121 1.743  C100 1.367, C102 1.411, H110 1.080
102 C 3.866 -5.182 0.692  C101 1.411, C103 1.397, N105 1.529
103 C 5.079 -4.568 0.371  C102 1.397, C104 1.425, H111 1.080
104 C 6.254 -4.840 1.130  C99 1.408, C103 1.425, H112 1.080
105 N 2.546 -4.827 0.006  C102 1.529, O106 1.197, O107 1.212
106 O 1.654 -5.600 -0.190  N105 1.197
107 O 2.534 -3.728 -0.504  N105 1.212
108 H 7.002 -6.283 2.645  C99 1.080
109 H 4.825 -7.337 2.928  C100 1.080
110 H 2.842 -6.581 1.916  C101 1.080
111 H 4.998 -3.810 -0.393  C103 1.080
112 H 7.228 -4.422 0.920  C104 1.080
113 C -1.635 5.357 -1.331  C114 1.424, C118 1.415, H122 1.080
114 C -2.961 5.338 -1.850  C113 1.424, C115 1.414, H123 1.080
115 C -3.262 4.895 -3.160  C114 1.414, C116 1.387, H124 1.080
116 C -2.231 4.544 -4.018  C115 1.387, C117 1.426, N119 1.481
117 C -0.894 4.596 -3.522  C116 1.426, C118 1.379, H125 1.080
118 C -0.608 4.999 -2.236  C113 1.415, C117 1.379, H126 1.080
119 N -2.524 3.967 -5.350  C116 1.481, O120 1.264, O121 1.317
120 O -3.743 3.787 -5.632  N119 1.264
121 O -1.542 3.698 -6.184  N119 1.317
122 H -1.397 5.592 -0.305  C113 1.080
123 H -3.806 5.790 -1.353  C114 1.080
124 H -4.287 4.773 -3.476  C115 1.080
125 H -0.141 4.442 -4.280  C117 1.080
126 H 0.422 4.969 -1.910  C118 1.080
127 C 7.312 -1.069 4.352  C128 1.430, C132 1.360, H136 1.080
128 C 7.566 0.213 3.773  C127 1.430, C129 1.354, H137 1.080
129 C 6.880 0.616 2.678  C128 1.354, C130 1.350, H138 1.080
130 C 6.144 -0.278 1.982  C129 1.350, C131 1.385, N133 1.538
131 C 5.873 -1.518 2.537  C130 1.385, C132 1.370, H139 1.080
132 C 6.445 -1.904 3.720  C127 1.360, C131 1.370, H140 1.080
133 N 5.566 0.142 0.620  C130 1.538, O134 1.252, O135 1.246
134 O 5.069 -0.823 -0.005  N133 1.252
135 O 5.448 1.291 0.153  N133 1.246
136 H 7.709 -1.282 5.334  C127 1.080
137 H 8.319 0.844 4.221  C128 1.080
138 H 6.988 1.584 2.211  C129 1.080
139 H 5.208 -2.215 2.048  C131 1.080
140 H 6.318 -2.945 3.979  C132 1.080
141 C 6.980 2.969 -5.042  C142 1.366, C146 1.411, H150 1.080
142 C 5.956 3.598 -5.692  C141 1.366, C143 1.444, H151 1.080
143 C 4.668 3.791 -5.068  C142 1.444, C144 1.439, H152 1.080
144 C 4.485 3.315 -3.723  C143 1.439, C145 1.386, N147 1.512
145 C 5.594 2.799 -3.071  C144 1.386, C146 1.362, H153 1.080
146 C 6.811 2.675 -3.672  C141 1.411, C145 1.362, H154 1.080
147 N 3.176 3.564 -3.010  C144 1.512, O148 1.234, O149 1.203
148 O 2.431 4.497 -3.325  N147 1.234
149 O 2.986 2.763 -2.133  N147 1.203
150 H 7.946 2.790 -5.491  C141 1.080
151 H 5.870 3.828 -6.743  C142 1.080
152 H 3.852 4.345 -5.509  C143 1.080
153 H 5.567 2.458 -2.046  C145 1.080
154 H 7.511 2.183 -3.013  C146 1.080
155 C 2.857 0.191 -4.052  C156 1.360, C160 1.396, H164 1.080
156 C 3.326 0.222 -5.328  C155 1.360, C157 1.374, H165 1.080
157 C 4.675 0.103 -5.561  C156 1.374, C158 1.380, H166 1.080
158 C 5.553 -0.240 -4.553  C157 1.380, C159 1.425, N161 1.445
159 C 5.038 -0.300 -3.226  C158 1.425, C160 1.417, H167 1.080
160 C 3.665 -0.086 -2.948  C155 1.396, C159 1.417, H168 1.080
161 N 6.940 -0.554 -4.810  C158 1.445, O162 1.254, O163 1.234
162 O 7.707 -0.446 -3.824  N161 1.254
163 O 7.306 -1.131 -5.837  N161 1.234
164 H 1.830 0.418 -3.806  C155 1.080
165 H 2.671 0.479 -6.147  C156 1.080
166 H 5.081 0.061 -6.561  C157 1.080
167 H 5.642 -0.614 -2.388  C159 1.080
168 H 3.287 -0.098 -1.937  C160 1.080
169 C 1.947 -6.924 7.204  C170 1.376, C174 1.350, H178 1.080
170 C 0.745 -6.586 6.626  C169 1.376, C171 1.437, H179 1.080
171 C 0.746 -5.671 5.518  C170 1.437, C172 1.334, H180 1.080
172 C 1.867 -5.093 5.081  C171 1.334, C173 1.411, N175 1.536
173 C 3.108 -5.456 5.646  C172 1.411, C174 1.403, H181 1.080
174 C 3.077 -6.392 6.691  C169 1.350, C173 1.403, H182 1.080
175 N 1.798 -3.921 4.092  C172 1.536, O176 1.216, O177 1.217
176 O 1.112 -4.105 3.105  N175 1.216
177 O 2.474 -2.940 4.338  N175 1.217
178 H 2.032 -7.655 7.994  C169 1.080
179 H -0.153 -7.116 6.907  C170 1.080
180 H -0.242 -5.523 5.109  C171 1.080
181 H 4.019 -5.034 5.249  C173 1.080
182 H 3.944 -6.708 7.251  C174 1.080

---

Quick one: least stable of them? entry x